Here is a cluster of 9 separate species, C31H68INO14S8 in total at a distorted geometry from OMol25. Energies are from ωB97M-V with the def2-TZVPD basis set.

```
! wB97M-V def2-TZVPD RIJCOSX def2/J DEFGRID3
* xyz 0 1
C 1.210 -4.682 0.963
O 2.035 -4.633 2.101
C 2.375 -3.314 2.471
C 3.486 -2.805 1.535
C 3.731 -1.304 1.841
C 2.811 -0.420 0.949
C 1.870 0.499 1.791
C 0.497 0.685 1.214
C 0.252 1.282 0.061
I 1.638 2.165 -1.282
C -1.174 1.381 -0.386
O -1.486 2.238 -1.157
C -2.182 0.422 0.131
C -3.384 0.179 -0.746
O -3.066 -0.723 -1.849
N -1.859 -1.368 -1.678
O -1.828 -2.381 -2.268
C -2.005 -0.154 1.293
C -3.030 -1.107 1.896
C -2.978 -2.503 1.312
O -1.659 -3.056 1.355
C -0.715 0.199 1.988
O -0.628 0.114 3.167
H 0.731 -3.716 0.778
H 0.409 -5.391 1.167
H 1.767 -4.928 0.054
H 1.526 -2.619 2.432
H 2.786 -3.269 3.479
H 3.197 -2.937 0.494
H 4.370 -3.418 1.714
H 3.526 -1.092 2.891
H 4.757 -1.095 1.573
H 3.449 0.165 0.291
H 2.160 -1.027 0.314
H 2.346 1.482 1.841
H 1.830 0.111 2.806
H -4.214 -0.226 -0.185
H -3.626 1.128 -1.218
H -4.016 -0.692 1.706
H -2.957 -1.167 2.973
H -3.612 -3.124 1.940
H -3.368 -2.579 0.291
H -1.624 -3.678 0.627
C 5.927 2.681 -1.547
S 6.025 0.908 -1.839
O 5.988 0.242 -0.514
C 7.728 0.898 -2.395
H 4.937 2.907 -1.151
H 6.686 2.979 -0.823
H 6.071 3.212 -2.488
H 8.380 1.309 -1.622
H 7.812 1.480 -3.309
H 8.006 -0.130 -2.598
C -5.183 -1.993 6.115
S -5.475 -2.949 4.621
O -4.950 -2.149 3.482
C -7.263 -2.763 4.623
H -4.108 -1.946 6.282
H -5.579 -0.985 5.991
H -5.660 -2.488 6.961
H -7.524 -1.705 4.597
H -7.676 -3.234 5.515
H -7.656 -3.257 3.737
C -4.998 5.338 -2.918
S -3.246 5.683 -2.695
O -2.947 6.944 -3.422
C -2.658 4.323 -3.714
H -5.564 6.102 -2.389
H -5.249 5.367 -3.979
H -5.231 4.359 -2.500
H -3.060 4.418 -4.724
H -2.966 3.377 -3.270
H -1.572 4.368 -3.749
C 8.722 -1.076 -7.427
S 7.625 -0.389 -6.180
O 8.354 -0.414 -4.879
C 6.471 -1.763 -6.163
H 9.553 -0.386 -7.566
H 9.102 -2.042 -7.094
H 8.179 -1.185 -8.365
H 6.996 -2.685 -5.907
H 5.999 -1.853 -7.140
H 5.710 -1.561 -5.413
C -3.378 3.729 2.751
S -3.567 2.229 3.729
O -4.785 1.530 3.231
C -4.011 3.080 5.249
H -3.134 3.441 1.729
H -4.310 4.295 2.759
H -2.567 4.330 3.162
H -4.897 3.691 5.091
H -3.176 3.703 5.571
H -4.220 2.334 6.012
C -6.367 3.766 10.227
S -5.085 4.134 9.022
O -5.673 3.924 7.673
C -4.064 2.699 9.389
H -7.140 4.527 10.142
H -6.796 2.785 10.022
H -5.941 3.792 11.230
H -4.642 1.786 9.238
H -3.711 2.758 10.418
H -3.211 2.706 8.713
C 2.932 -0.272 -5.606
S 2.905 -0.189 -7.401
O 4.318 -0.225 -7.868
C 2.357 1.520 -7.501
H 3.290 -1.258 -5.311
H 3.604 0.491 -5.210
H 1.923 -0.124 -5.218
H 3.066 2.165 -6.983
H 1.366 1.610 -7.054
H 2.308 1.802 -8.551
C 1.561 -4.288 -5.683
S 1.675 -3.362 -4.145
O 3.097 -3.391 -3.714
C 0.780 -4.554 -3.142
H 2.096 -3.735 -6.453
H 2.016 -5.271 -5.557
H 0.514 -4.390 -5.969
H 1.286 -5.520 -3.180
H -0.241 -4.645 -3.512
H 0.763 -4.190 -2.117
*
```

## Properties
Maximum force ... 2.145 eV/A
Highest occupied orbital energy ... -0.31198 Eh
LUMO energy ... -0.675 eV
Frontier orbital gap ... 7.81 eV

---

Here is an isolated molecule of C15H21N3OS at a distorted geometry from OMol25. Energies are from ωB97M-V with the def2-TZVPD basis set.

```
! wB97M-V def2-TZVPD RIJCOSX def2/J DEFGRID3
* xyz 0 1
C 1.737 2.068 2.487
C 0.776 3.076 1.561
C -0.379 2.058 0.907
C -0.287 1.539 -0.662
C 0.904 1.964 -1.709
C 2.389 1.348 -1.321
C 2.533 -0.264 -1.585
O 3.807 -0.716 -0.941
C 3.517 -1.985 -0.223
C -1.440 0.492 -1.222
C -2.607 0.033 -0.165
N -3.653 -0.977 -0.673
C -2.910 -2.163 -0.736
C -2.112 -2.831 0.534
C -2.763 -2.956 -2.198
C -2.778 0.534 1.386
N -3.858 0.159 2.377
S -3.414 1.007 3.870
N -1.955 1.868 3.320
C -1.604 1.567 1.879
H 1.323 0.955 2.398
H 1.698 2.348 3.633
H 2.842 2.032 2.077
H 1.385 3.646 0.732
H 0.152 3.810 2.265
H 0.610 1.524 -2.770
H 0.990 3.134 -1.764
H 2.544 1.606 -0.166
H 3.168 1.933 -2.001
H 2.671 -0.478 -2.750
H 1.675 -0.919 -1.121
H 2.931 -2.713 -0.962
H 2.854 -1.705 0.729
H 4.488 -2.560 0.117
H -1.441 0.078 -2.339
H -2.670 -3.817 0.834
H -0.992 -3.011 0.174
H -2.046 -2.157 1.489
H -1.778 -2.568 -2.701
H -3.724 -2.865 -2.860
H -2.581 -4.095 -1.900
*
```

## Properties
Maximum force ... 6.256 eV/A
Highest occupied orbital energy ... -0.28798 Eh
LUMO energy ... -1.380 eV
Frontier orbital gap ... 6.46 eV

---

Here is an isolated molecule of C3H12P2Si at a distorted geometry from OMol25. Energies are from ωB97M-V with the def2-TZVPD basis set.

```
! wB97M-V def2-TZVPD RIJCOSX def2/J DEFGRID3
* xyz 0 1
C -0.130 0.332 2.406
C 1.471 1.151 -0.213
C -1.933 0.802 -0.412
Si -0.165 0.211 0.497
P 0.567 -1.444 -2.210
P 0.172 -2.021 -0.165
H 0.590 1.034 2.615
H -1.120 0.656 2.909
H 0.189 -0.627 2.873
H 1.384 1.075 -1.310
H 1.589 2.172 0.114
H 2.395 0.549 0.137
H -2.587 1.346 0.250
H -1.378 1.378 -1.155
H -2.503 -0.095 -0.869
H 2.000 -1.531 -2.084
H 0.598 -2.631 -2.923
H -1.140 -2.358 -0.458
*
```

## Properties
Maximum force ... 3.366 eV/A
Highest occupied orbital energy ... -0.29997 Eh
LUMO energy ... 0.877 eV
Frontier orbital gap ... 9.04 eV

---

Here is an isolated molecule of C2H4N4O at a distorted geometry from OMol25. Energies are from ωB97M-V with the def2-TZVPD basis set.

```
! wB97M-V def2-TZVPD RIJCOSX def2/J DEFGRID3
* xyz 0 1
C -0.253 -0.569 0.572
C 0.383 1.050 -1.386
H 0.112 -1.990 1.875
H -2.094 -0.225 -0.056
H 0.522 2.007 -1.937
H 1.727 -0.402 1.010
N -0.694 -1.374 1.510
N -1.185 0.298 -0.004
N 1.235 0.994 -0.422
N 1.016 -0.197 0.244
O -0.769 0.407 -1.406
*
```

## Properties
Maximum force ... 4.671 eV/A
Highest occupied orbital energy ... -0.33705 Eh
LUMO energy ... 0.566 eV
Frontier orbital gap ... 9.74 eV